[1]
22
Properties=species:S:1:pos:R:3 method="wB97M-V/def2-TZVPD" orbital_gap_ha=0.2353 largest_force_ev_per_a=2.729 homo_energy_ev=-3.0233 total_charge=-1
O 3.50872 -1.98328 0.46300
O 0.41024 1.46972 0.34168
O 4.26090 0.04430 -0.19839
O 2.54926 1.95211 -0.46177
N 0.70038 -0.68715 1.00038
C -1.32614 -0.09911 -0.35820
C 1.71839 1.16587 0.07172
C -0.29229 0.34683 0.69719
C 3.28278 -0.79617 0.22695
C 2.02237 -0.07773 0.58100
C -2.29818 1.02631 -0.70516
C -2.31883 -1.28180 0.00519
H -0.73497 -0.32984 -1.23846
H -2.95854 0.78221 -1.49832
H 0.67777 -1.50626 0.42875
H 3.88429 0.93073 -0.27877
H -2.43178 -1.44194 1.05351
H -2.76582 1.20298 0.31902
H -1.79736 1.92709 -1.01190
H -3.26300 -1.09723 -0.53999
H -1.93498 -2.18271 -0.42988
H -0.89320 0.63506 1.53243

***

[2]
102
Properties=species:S:1:pos:R:3 method="wB97M-V/def2-TZVPD" orbital_gap_ha=0.2329 largest_force_ev_per_a=0.658 homo_energy_ev=-4.6915 total_charge=-1
P -0.33933 0.12995 -2.88253
Na -0.79828 -0.05936 0.14688
F -3.66085 1.16369 1.56545
F -2.96065 2.91650 2.62730
F -4.44133 3.11532 1.05129
O -3.92909 -1.61226 -0.76780
O 1.00735 0.94804 1.10183
O -2.02263 1.72988 -0.47946
O -1.56445 3.72906 0.48837
O -0.86499 -0.73401 2.22695
O -1.71036 -1.70007 -1.12450
N 0.79390 -2.66085 1.06131
N -1.80944 1.63014 5.15297
N 2.65342 -0.73877 -0.20438
N -0.05058 3.76909 3.57369
C 1.47865 -3.08967 -5.66780
C -0.81095 -0.58074 4.56392
C 3.35515 1.07624 1.20765
C -3.09167 -0.61590 -2.74082
C 0.09660 -2.58520 3.34672
C -0.57807 -1.27899 3.28122
C -1.55148 0.56689 4.38071
C -3.32511 2.44160 1.37168
C 0.17483 -2.39419 -3.76737
C 0.40575 -1.04859 -4.08445
C 0.45081 -3.08070 4.55469
C -2.36924 0.54838 -4.72591
C 1.99172 1.48717 1.57912
C -3.64692 0.50571 -5.25317
C 0.70192 -3.40214 -4.55752
C 2.18099 3.18236 -3.67980
C -2.07593 0.00742 -3.46932
C 0.58053 3.02394 2.66967
C -4.38044 -0.63264 -3.27808
C -0.32338 -1.15518 5.78050
C 0.38348 2.66388 5.78976
C 0.43242 -3.28982 2.09024
C 3.56275 0.05184 0.16436
C -2.90052 -1.36770 -1.40237
C 3.02555 2.93184 3.33618
C 1.86608 2.51538 2.61504
C -0.01620 4.12934 -3.83947
C 1.35880 4.28519 -3.88246
C -0.57992 2.87703 -3.62226
C 0.25899 -2.37805 5.79680
C 4.40614 1.57999 1.90181
C -0.97855 2.12406 6.23789
C 2.58719 -3.14569 -0.57073
C 1.17198 -0.74362 -5.20419
C 0.22940 1.76086 -3.44529
C 4.26696 2.50222 2.99361
C 0.71712 -3.03402 7.07025
C 1.62149 1.93851 -3.44643
C 2.90310 -1.77216 -1.17013
C 5.50579 2.97880 3.70243
C 0.34098 3.95505 4.96120
C 1.13122 -3.37888 -0.14294
C 1.70765 -1.76147 -5.98780
C -4.66497 -0.08403 -4.51366
C -2.16398 2.66030 0.32354
H -1.57725 1.00853 -5.30606
H -1.65562 2.77490 -3.56249
H 2.93790 3.65335 4.14122
H -5.67529 -0.12062 -4.90469
H -1.00651 3.97422 3.32017
H -0.35614 4.66772 5.40721
H 3.23897 -3.30951 0.29425
H 5.41026 1.24961 1.64370
H 0.95268 -4.04478 4.59809
H -3.84227 0.92925 -6.23138
H 0.92832 1.89313 5.23812
H -0.66421 4.98851 -3.96066
H 1.35436 0.28891 -5.47473
H -0.46949 -0.64139 6.72349
H 0.39112 -4.39242 2.12001
H 0.50825 -4.43779 -4.30372
H 2.23678 -1.59662 -2.02165
H 2.26118 1.08633 -3.24512
H 6.09622 2.13890 4.07737
H -0.43450 -2.61797 -2.89529
H 3.94422 -1.76532 -1.54034
H 2.30590 -1.50741 -6.85524
H -0.04484 2.79580 1.81181
H 1.89776 -3.87887 -6.28023
H -2.38151 2.31751 4.68693
H 5.25533 3.61576 4.55114
H 4.58950 -0.00828 -0.24298
H 1.32181 4.42947 4.99788
H 6.15077 3.55264 3.03150
H 1.79140 5.26360 -4.05232
H 0.58230 -2.37356 7.92697
H 1.77448 -3.30579 7.01773
H 0.44882 -3.01213 -0.91538
H 2.84821 -3.90430 -1.31365
H -2.01849 0.62831 3.40360
H 0.15694 -3.95298 7.26251
H 0.96642 -4.46354 -0.02681
H -0.82926 1.33807 6.97524
H -1.54121 2.91473 6.73975
H -5.14358 -1.10155 -2.67092
H 0.96327 2.87175 6.69379
H 3.25860 3.29613 -3.68297